{"formula": "C33H40CsN9O4S2Si", "method": "ωB97M-V/def2-TZVPD", "symbols": ["Cs", "C", "C", "C", "C", "C", "N", "C", "C", "C", "C", "C", "C", "C", "N", "C", "C", "C", "N", "C", "C", "N", "C", "C", "C", "N", "H", "H", "H", "H", "H", "H", "H", "H", "H", "H", "H", "H", "H", "H", "H", "H", "H", "H", "C", "C", "N", "N", "C", "S", "N", "N", "H", "H", "H", "H", "H", "H", "C", "Si", "C", "C", "O", "H", "H", "H", "H", "H", "H", "H", "H", "H", "C", "C", "C", "C", "C", "C", "C", "S", "O", "O", "O", "H", "H", "H", "H", "H", "H", "H"], "coordinates": [[-11.985, 4.117, 16.448], [-13.591, 6.803, 24.440], [-13.689, 6.361, 22.991], [-14.949, 6.168, 22.406], [-15.103, 5.827, 21.061], [-14.023, 5.692, 20.169], [-14.128, 5.413, 18.842], [-15.205, 5.931, 18.167], [-15.688, 7.223, 18.434], [-16.683, 7.812, 17.684], [-17.249, 7.132, 16.572], [-18.369, 7.693, 15.789], [-16.772, 5.869, 16.265], [-15.831, 5.269, 17.085], [-15.392, 3.932, 16.775], [-15.126, 2.916, 17.624], [-14.749, 1.847, 16.847], [-14.926, 2.298, 15.511], [-15.283, 3.574, 15.487], [-12.773, 5.990, 20.773], [-12.611, 6.222, 22.138], [-11.610, 5.969, 19.953], [-11.318, 6.857, 18.984], [-10.171, 6.389, 18.354], [-9.837, 5.211, 19.046], [-10.747, 4.950, 19.985], [-14.232, 7.640, 24.666], [-12.609, 7.173, 24.753], [-13.846, 6.015, 25.161], [-15.791, 6.322, 23.032], [-16.114, 5.743, 20.679], [-15.267, 7.764, 19.259], [-16.984, 8.823, 17.917], [-18.277, 8.746, 15.606], [-19.359, 7.572, 16.258], [-18.456, 7.118, 14.838], [-17.120, 5.264, 15.429], [-15.196, 3.038, 18.706], [-14.492, 0.846, 17.086], [-14.826, 1.709, 14.611], [-11.602, 6.431, 22.481], [-11.949, 7.690, 18.813], [-9.619, 6.793, 17.545], [-9.070, 4.471, 18.809], [-5.931, 3.585, 15.005], [-6.094, 5.079, 14.808], [-5.137, 5.924, 14.539], [-5.830, 7.128, 14.496], [-7.145, 7.038, 14.722], [-8.266, 8.297, 14.583], [-7.319, 5.710, 14.935], [-8.466, 5.024, 15.363], [-5.073, 3.246, 14.421], [-6.773, 3.048, 14.623], [-5.785, 3.380, 16.062], [-5.419, 7.971, 14.137], [-8.164, 4.439, 16.136], [-8.799, 4.441, 14.553], [-7.910, 1.555, 11.719], [-9.509, 2.326, 12.433], [-10.326, 2.981, 10.884], [-10.594, 0.790, 12.829], [-9.259, 3.505, 13.468], [-8.116, 1.255, 10.683], [-7.604, 0.688, 12.298], [-7.095, 2.279, 11.734], [-10.300, 2.251, 10.055], [-9.734, 3.853, 10.581], [-11.354, 3.311, 11.049], [-10.618, 0.203, 11.903], [-11.609, 1.115, 13.053], [-10.223, 0.194, 13.670], [-7.208, -0.665, 23.594], [-7.572, -0.174, 22.164], [-6.933, -0.843, 21.148], [-7.070, -0.465, 19.818], [-7.838, 0.641, 19.499], [-8.438, 1.350, 20.532], [-8.333, 0.958, 21.861], [-8.146, 1.256, 17.828], [-8.531, 2.606, 18.222], [-6.905, 1.120, 17.085], [-9.255, 0.521, 17.264], [-6.226, -0.316, 23.964], [-7.238, -1.755, 23.629], [-7.930, -0.337, 24.318], [-6.277, -1.661, 21.430], [-6.607, -1.088, 19.071], [-9.006, 2.219, 20.229], [-8.826, 1.551, 22.606]], "forces_ev_per_a": [[0.34, 0.01, 0.11], [0.50, -0.32, 0.27], [-0.52, 0.11, 0.08], [1.08, -0.23, -0.77], [-0.58, 0.28, 0.90], [0.50, 0.85, 0.03], [-0.37, -0.30, -0.16], [0.37, -0.32, 0.30], [-0.70, 0.33, -0.34], [0.00, -0.84, -0.81], [0.49, 0.12, 0.80], [-1.09, -0.75, -0.86], [0.05, -0.27, 0.51], [0.89, -0.38, 0.34], [-0.35, 0.63, -0.04], [0.31, 0.01, 0.57], [-0.71, 0.19, -1.13], [0.23, -0.11, 0.70], [-0.05, -0.31, -0.35], [0.04, -0.80, 0.23], [0.37, 0.52, -0.38], [-0.14, 0.13, -0.10], [0.90, -0.72, -0.35], [-0.36, 0.09, 0.71], [-0.47, -0.38, -0.13], [0.48, -0.40, 0.26], [-0.58, 0.27, -0.14], [0.17, -0.28, -0.42], [-0.03, -0.02, -0.23], [-0.95, 0.01, 0.35], [0.03, -0.16, -0.05], [0.25, 0.21, 0.25], [-0.21, 0.13, 0.02], [0.21, 0.61, -0.37], [0.27, -0.08, 0.21], [0.09, 0.70, 0.37], [-0.16, 0.36, 0.08], [0.13, 0.07, -0.58], [0.20, -0.45, 0.57], [0.15, 0.26, -0.06], [-0.03, -0.13, 0.02], [-0.35, 0.57, -0.15], [0.21, 0.48, -0.61], [-0.22, 0.40, 0.27], [0.61, 1.23, -0.30], [0.25, -0.61, -0.07], [-0.93, 0.26, -0.09], [0.64, 0.14, -0.10], [-0.70, 0.20, -0.42], [0.26, -0.26, 0.27], [0.48, -0.94, 0.56], [0.07, 1.07, 0.27], [0.14, 0.16, 0.27], [-0.76, -0.20, 0.00], [-0.07, -0.31, 0.05], [0.16, -0.12, 0.10], [-0.13, -0.17, 0.01], [-0.14, -0.38, -0.03], [-0.34, 0.12, 0.09], [0.37, -0.08, -0.07], [-0.04, 0.19, -0.64], [0.40, 0.52, 0.26], [-0.48, -0.79, -0.14], [0.20, -0.06, 0.16], [0.14, -0.21, 0.04], [0.08, 0.08, -0.09], [-0.13, 0.21, 0.24], [-0.14, -0.01, -0.09], [-0.03, 0.01, -0.05], [0.00, -0.09, 0.19], [-0.21, -0.04, 0.05], [-0.05, 0.00, -0.19], [-0.37, 0.40, -0.69], [0.79, 0.15, 1.61], [0.21, -0.18, -0.50], [-0.15, -0.31, 0.15], [0.05, -0.48, -0.01], [-0.31, 0.06, 0.09], [0.41, -0.54, -0.55], [0.14, 0.01, 0.60], [0.20, 0.97, -1.14], [0.03, 0.13, 0.24], [-0.30, -0.56, -0.05], [-0.31, -0.12, -0.46], [0.21, -0.01, -0.08], [-0.49, 0.33, 0.39], [-0.09, -0.11, -0.22], [0.16, 0.16, -0.39], [-0.05, 0.01, 0.34], [-0.14, 0.10, 0.45]], "mulliken_charge": [0.94, -1.48, 0.69, -1.18, -0.03, -0.06, -0.23, 0.48, -0.08, -1.06, 1.09, -1.52, -0.78, -0.45, 0.93, -0.07, -0.79, -0.42, -0.97, -0.16, -0.50, 0.89, -0.28, -1.04, -0.32, -0.75, 0.35, 0.35, 0.28, 0.42, 0.47, 0.50, 0.34, 0.38, 0.25, 0.32, 0.41, 0.32, 0.40, 0.47, 0.35, 0.45, 0.42, 0.66, -0.99, 0.90, -0.91, 0.16, 0.14, -0.49, 0.39, -0.45, 0.39, 0.12, 0.27, 0.20, 0.05, 0.43, -1.15, 0.41, -1.13, -0.94, -0.81, 0.36, 0.30, 0.27, 0.33, 0.24, 0.25, 0.25, 0.21, 0.28, -1.42, 0.93, -0.62, -0.56, -0.23, -0.41, -0.87, 1.35, -0.57, -0.73, -0.73, 0.26, 0.37, 0.38, 0.30, 0.39, 0.66, 0.41], "e_tot_ha": -3181.4186, "max_force_ev_per_a": 1.799, "total_charge": -2, "de_lowest_kcal_mol": 20.4, "orbital_gap_ev": 6.02}